DFT (ωB97M-V with the def2-TZVPD basis set) results for a 2-piece molecular cluster, C11H15N overall at a distorted geometry.

net charge: 0
maximum force: 6.92 eV/A
gap between HOMO and LUMO: 8.284 eV
E_LUMO: 0.73 eV
SMILES: Cc1c[nH]c2ccccc12.CC

CARTESIAN COORDINATES (ANGSTROEM)
N -0.370 2.121 1.158
C -2.146 -1.438 0.121
C 1.322 -0.229 -1.625
C 0.706 0.195 1.762
C -1.275 1.025 0.728
C -2.909 -0.342 -0.299
C -2.476 0.932 0.145
C 1.602 -0.787 2.392
C 1.328 0.018 -3.173
C -0.428 -0.108 1.105
C -0.963 -1.340 0.801
C 0.788 1.642 1.803
H 1.657 2.393 1.846
H -0.206 2.795 0.499
H -0.493 -2.402 0.783
H 0.629 -0.686 -3.750
H 1.554 -1.727 1.842
H 0.973 1.173 -3.462
H -3.137 1.774 -0.203
H 2.304 -0.060 -3.521
H -4.017 -0.314 -0.711
H -2.405 -2.378 -0.125
H 2.388 -0.356 -1.249
H 0.792 0.633 -1.130
H 2.700 -0.530 2.190
H 1.382 -0.803 3.499
H 0.697 -1.198 -1.428



DFT (ωB97M-V with the def2-TZVPD basis set) results for one molecule with the formula C3H4FN at a distorted geometry.

net charge: 0
maximum force: 5.13 eV/A
gap between HOMO and LUMO: 8.716 eV
E_LUMO: 0.07 eV
SMILES: C=N/C=C/F

CARTESIAN COORDINATES (ANGSTROEM)
F -0.365 2.920 0.288
N -0.005 -0.754 -0.235
C 0.499 -1.935 -0.083
C -0.877 1.634 -0.024
C 0.068 0.597 0.035
H 1.392 -2.153 0.545
H -1.973 1.425 -0.152
H 0.124 -2.608 -0.767
H 1.138 0.874 0.394



DFT (ωB97M-V with the def2-TZVPD basis set) results for C27H44BrMgN6O2Se as an isolated structure at a distorted geometry.

net charge: +1
maximum force: 1.33 eV/A
gap between HOMO and LUMO: 8.015 eV
E_LUMO: -2.09 eV

CARTESIAN COORDINATES (ANGSTROEM)
Br 0.135 -6.594 -1.121
Se -0.366 0.750 -3.162
Mg -0.029 -0.182 1.135
O -1.980 -0.181 1.630
O -2.218 1.793 0.691
N -3.868 1.114 -1.061
N 0.598 1.596 -0.017
N 0.516 -0.191 3.247
N -1.460 -0.121 -5.580
N 0.584 -0.881 -5.262
N 2.181 -0.376 0.942
C 0.037 -2.510 -8.549
C 0.737 -2.242 -7.388
C -0.108 -2.116 0.385
C 3.633 -0.151 -7.216
C -2.698 0.571 -5.331
C 1.938 0.104 3.336
C -0.103 -3.197 1.268
C 0.030 -3.752 -1.427
C -1.857 -1.187 -7.832
C -0.026 -4.516 0.849
C 2.681 -0.694 2.267
C -3.762 0.129 0.008
C -1.150 -0.894 -6.677
C -2.316 2.525 -6.956
C -2.580 0.544 0.870
C -0.851 2.428 -7.376
C -2.589 2.086 -5.514
C 2.867 0.765 -6.269
C 1.959 1.985 0.326
C 0.036 -4.784 -0.505
C 0.148 -1.390 -6.467
C -0.400 -0.117 -4.749
C 2.822 0.728 0.243
C -1.233 -1.983 -8.773
C 2.750 0.226 -4.844
C -0.036 -2.445 -0.969
C 1.904 -1.044 -4.705
H 3.832 0.926 0.623
H 0.610 1.219 -0.965
H -3.449 0.159 -6.005
H -0.511 1.397 -7.453
H 4.576 -0.467 -6.774
H -1.740 -2.212 -9.697
H 2.370 -1.889 -5.210
H -3.214 0.894 -1.810
H 2.257 -1.210 0.374
H -2.632 3.565 -7.053
H -0.024 -1.651 -1.709
H 2.906 0.460 -0.812
H -0.020 0.461 3.814
H 0.078 -3.974 -2.485
H 2.309 1.004 -4.216
H -3.001 0.350 -4.300
H 3.385 1.724 -6.214
H 2.083 1.172 3.158
H 1.872 0.965 -6.678
H 2.357 -0.141 4.321
H 0.336 -1.119 3.625
H 2.368 2.742 -0.357
H -2.819 2.158 -0.018
H 1.699 -2.692 -7.206
H 3.058 -1.035 -7.476
H 0.492 -3.138 -9.300
H -4.666 0.165 0.625
H -0.214 2.954 -6.667
H -2.928 1.942 -7.650
H 3.761 -0.507 2.354
H 1.796 -1.289 -3.644
H -3.537 2.512 -5.178
H 3.850 0.378 -8.139
H -0.720 2.884 -8.354
H -1.807 2.471 -4.856
H -0.160 -3.014 2.335
H -0.014 -5.326 1.565
H -3.624 -0.910 -0.311
H 3.745 0.012 -4.453
H -2.846 -0.797 -8.003
H 1.965 2.398 1.337
H 0.004 2.418 -0.057
H 2.503 -1.759 2.445
H -4.798 1.161 -1.458



Values for HOMO level, eV, ordered as above
-7.556; -8.643; -10.103
Values for total energy, hartree, ordered as above
-482.79696; -271.21777; -6709.73452